# 1
Molecular formula: C18H17MgN4O4S2Se
Method: DFT, ωB97M-V/def2-TZVPD

- relative energy (zero: lowest compared OMol25 entry of this formula, charge and spin) (kJ/mol) = 0.00
- gap between HOMO and LUMO (eV) = 7.49
- net charge = -1
- largest force on an atom (eV/Å) = 1.2
- HOMO energy (eV) = -5.04
- molecular weight (g mol⁻¹) = 520.76
- E_tot (a.u.) = -4614.2778

Structure (XYZ):
```
47
Properties=species:S:1:pos:R:3:forces:R:3
Mg -0.37650 0.54117 -0.23097 -0.94 0.67 -0.17
C 4.27122 5.33504 -3.35143 0.01 -0.02 0.00
C 3.42564 4.19146 -2.85215 -0.01 0.02 0.02
C 2.57536 3.49575 -3.70138 -0.04 -0.06 -0.01
C 1.77196 2.46167 -3.23409 0.10 0.16 -0.15
C 1.81861 2.11287 -1.89533 -0.37 -0.39 0.33
C 2.67095 2.78603 -1.02839 0.13 0.18 -0.06
C 3.45832 3.81790 -1.50936 0.01 -0.03 0.04
S 1.54206 -0.81133 -1.76584 0.23 -0.49 0.15
O 1.03355 1.10947 -1.41681 0.55 0.17 -0.32
O 2.93367 -0.88007 -1.33851 -0.11 0.03 -0.10
N 0.51815 -1.37569 -0.73880 0.49 -0.15 0.55
C 0.96201 -1.86620 0.60419 -0.20 0.15 -0.37
C 0.19477 -1.18656 1.76090 0.32 0.21 -0.45
O -0.16176 -1.85415 2.72091 0.31 0.07 0.19
O -0.00405 0.07727 1.59080 -0.09 -0.49 0.28
H 4.17237 5.45840 -4.43051 -0.01 -0.02 0.01
H 5.32852 5.17305 -3.12945 -0.01 0.01 0.00
H 3.97842 6.27761 -2.88301 0.00 -0.02 0.01
H 2.52785 3.77427 -4.74849 -0.01 0.00 0.00
H 1.09304 1.93688 -3.89347 -0.01 0.00 0.00
H 2.68733 2.50359 0.01601 0.00 -0.02 -0.01
H 4.11189 4.34970 -0.82501 -0.02 0.00 -0.01
H 2.02731 -1.68438 0.75971 0.05 0.01 0.00
H 0.78245 -2.93740 0.66536 -0.02 -0.08 -0.05
S -1.40749 5.00163 -0.79110 -0.01 -0.61 0.16
C -1.41065 3.40578 -0.38859 -0.13 0.73 -0.14
N -1.43301 2.27184 -0.09783 0.17 0.06 0.00
C -3.02584 -0.24023 1.93599 -0.09 -0.13 0.01
N -2.82917 -1.56596 1.36456 0.00 0.16 0.15
C -2.66469 -1.83710 0.05163 -0.02 -0.07 0.13
Se -2.83207 -0.69500 -1.38820 0.09 -0.03 0.18
N -2.37683 -3.15683 -0.03158 0.11 -0.13 -0.12
C -2.35655 -3.74492 1.22794 -0.10 0.00 -0.26
C -2.14267 -5.04412 1.65397 0.07 -0.05 0.07
C -2.22642 -5.27550 3.01920 0.00 0.06 -0.02
C -2.51213 -4.24047 3.91735 -0.01 0.04 -0.09
C -2.72523 -2.94312 3.47938 -0.07 -0.12 0.11
C -2.64769 -2.72283 2.11758 -0.26 0.18 -0.08
H -3.20697 0.45333 1.11930 -0.01 0.06 0.01
H -2.12162 0.05199 2.46912 -0.05 0.00 0.01
H -3.88585 -0.25868 2.60449 -0.03 -0.01 0.00
H -2.10654 -3.56522 -0.91000 -0.05 -0.03 0.03
H -1.90758 -5.83880 0.95753 -0.02 0.01 0.02
H -2.06222 -6.27634 3.39656 0.01 0.01 0.01
H -2.55389 -4.45400 4.97736 0.01 -0.01 -0.01
H -2.90807 -2.13183 4.17044 0.01 -0.02 -0.02
```
Forces are in eV/Å.

Atomic charges from the natural (NBO) analysis, expressed in e, are listed below:
1 Mg 1.75
2 C -0.62
3 C -0.06
4 C -0.19
5 C -0.26
6 C 0.29
7 C -0.19
8 C -0.21
9 S 1.63
10 O -0.92
11 O -0.93
12 N -1.05
13 C -0.37
14 C 0.77
15 O -0.69
16 O -0.92
17 H 0.21
18 H 0.21
19 H 0.21
20 H 0.20
21 H 0.22
22 H 0.22
23 H 0.20
24 H 0.23
25 H 0.20
26 S -0.33
27 C 0.20
28 N -0.81
29 C -0.44
30 N -0.38
31 C 0.28
32 Se -0.31
33 N -0.57
34 C 0.17
35 C -0.25
36 C -0.22
37 C -0.22
38 C -0.18
39 C 0.13
40 H 0.26
41 H 0.26
42 H 0.20
43 H 0.44
44 H 0.21
45 H 0.21
46 H 0.21
47 H 0.23

# 2
Molecular formula: C18H17N5O4
Method: DFT, ωB97M-V/def2-TZVPD

- relative energy (zero: lowest compared OMol25 entry of this formula, charge and spin) (kJ/mol) = 864.98
- gap between HOMO and LUMO (eV) = 5.62
- largest force on an atom (eV/Å) = 5.7
- HOMO energy (eV) = -7.44
- molecular weight (g mol⁻¹) = 367.37
- E_tot (a.u.) = -1270.5256

Structure (XYZ):
```
44
Properties=species:S:1:pos:R:3:forces:R:3
C 0.90134 0.51194 -4.04131 -0.12 -0.15 0.10
C 1.61252 1.71023 -3.41821 0.51 0.25 0.40
C 1.59836 1.51620 -1.89688 -0.19 0.56 0.42
N 1.08475 0.15897 -1.67535 -0.85 -0.27 1.80
C 0.76273 -0.30654 -0.45652 -0.01 -0.13 -0.82
C 0.48943 0.50234 0.76031 1.68 0.61 3.05
C 0.64784 -0.50220 1.95089 0.70 0.22 0.36
C 0.62301 -1.86113 1.30866 -0.47 0.06 0.13
C 0.78131 -1.73234 -0.08287 -0.58 -0.19 0.02
C 0.86134 -2.89979 -0.86146 -0.33 -0.17 0.49
C 0.64338 -4.13782 -0.25772 0.31 0.42 -0.73
C 0.41749 -4.26064 1.10420 -0.08 0.58 0.51
C 0.41764 -3.11760 1.90238 0.22 0.32 -0.55
C 0.65798 -0.49670 -2.91238 0.25 -0.98 -0.50
H -0.04190 0.79643 -4.50176 0.03 -0.01 -0.04
H 1.54174 0.05165 -4.79136 -0.19 0.07 -0.14
H 2.65963 1.72832 -3.73900 -0.27 0.19 -0.09
H 1.14420 2.66323 -3.66286 0.11 -0.11 -0.16
H 2.60611 1.60972 -1.46013 -0.34 -0.21 -0.11
H 0.97320 2.24096 -1.36819 0.00 -0.02 -0.22
H 1.15703 1.43954 0.85997 -0.22 -1.71 -0.17
H 1.60167 -0.33958 2.50795 -0.46 -0.17 -0.53
H -0.12917 -0.32253 2.70852 0.07 -0.30 -0.30
H 1.04519 -2.83941 -1.91415 -0.09 -0.19 -0.25
H 0.62577 -5.02229 -0.87435 0.11 -0.09 -0.11
H 0.23335 -5.24097 1.54278 0.03 0.27 -0.10
H 0.23489 -3.19747 2.95954 0.02 0.06 0.24
H -0.39370 -0.80984 -2.83049 0.29 0.24 0.17
H 1.24392 -1.40624 -3.10220 -0.03 0.34 0.08
O 1.00683 3.32923 1.65383 -0.96 -0.29 0.71
N 0.10470 3.21397 2.53019 0.22 0.44 0.98
C -0.93983 2.26832 2.32419 2.21 0.34 0.41
C -0.81222 1.37166 1.11917 -0.55 3.71 -4.27
C -2.18504 0.92716 0.98272 -1.74 -3.28 -1.98
N -2.66219 0.15388 -0.05948 0.08 1.32 4.47
O -2.22466 -0.06911 -1.16640 0.24 -0.54 -0.96
O -3.81806 -0.51559 0.44975 0.13 0.53 -0.85
N -4.11754 -0.10112 1.75491 2.28 1.83 -0.65
C -3.13688 0.81179 2.04365 -0.97 -2.94 -1.46
N -2.98545 1.36420 3.23321 0.47 1.66 1.55
C -1.92241 2.16675 3.32252 -0.77 -1.21 0.14
O 0.11736 3.89464 3.58616 0.07 -0.82 -1.73
H -0.59829 2.04609 0.18885 -1.02 -0.20 1.42
H -1.82737 2.70171 4.27869 0.19 -0.04 -0.74
```
Forces are in eV/Å.

Atomic charges from the natural (NBO) analysis, expressed in e, are listed below:
1 C -0.41
2 C -0.42
3 C -0.22
4 N -0.34
5 C 0.48
6 C -0.35
7 C -0.43
8 C 0.06
9 C -0.09
10 C -0.17
11 C -0.22
12 C -0.15
13 C -0.20
14 C -0.22
15 H 0.23
16 H 0.22
17 H 0.22
18 H 0.23
19 H 0.22
20 H 0.23
21 H 0.32
22 H 0.24
23 H 0.24
24 H 0.21
25 H 0.22
26 H 0.23
27 H 0.23
28 H 0.24
29 H 0.20
30 O -0.50
31 N 0.50
32 C -0.14
33 C -0.22
34 C 0.00
35 N 0.40
36 O -0.46
37 O -0.19
38 N -0.12
39 C 0.29
40 N -0.52
41 C 0.12
42 O -0.44
43 H 0.22
44 H 0.24

# 3
Molecular formula: C18H17N5O4
Method: DFT, ωB97M-V/def2-TZVPD

- relative energy (zero: lowest compared OMol25 entry of this formula, charge and spin) (kJ/mol) = 0.00
- gap between HOMO and LUMO (eV) = 8.94
- largest force on an atom (eV/Å) = 1.8
- HOMO energy (eV) = -8.73
- SMILES = CCOC(=O)c1ccc(NC(=O)COc2ccc(-n3cnnn3)cc2)cc1
- molecular weight (g mol⁻¹) = 367.36
- E_tot (a.u.) = -1270.8551

Structure (XYZ):
```
44
Properties=species:S:1:pos:R:3:forces:R:3
C 8.20625 -1.48775 1.06297 -0.41 0.05 -0.23
C 7.22291 -1.81986 -0.04315 0.40 -0.35 -0.15
O 6.03629 -1.05303 0.16292 -0.07 0.24 0.25
C 5.02776 -1.28957 -0.68565 0.04 -0.23 -0.26
O 5.09358 -2.09522 -1.58266 0.00 0.08 0.09
C 3.83484 -0.45906 -0.39715 -0.19 0.10 0.02
C 3.81933 0.48052 0.63110 -0.02 -0.12 -0.14
C 2.68485 1.22803 0.86268 -0.12 0.02 -0.04
C 1.54598 1.05159 0.07516 0.28 -0.22 -0.10
N 0.42761 1.83931 0.37179 0.17 0.18 0.29
C -0.78495 1.86535 -0.25071 -0.21 0.34 0.23
O -1.11190 1.18715 -1.19090 0.00 -0.04 -0.15
C -1.73439 2.89211 0.39502 -0.11 -0.09 -0.12
O -2.99959 2.88795 -0.20615 0.13 0.08 -0.07
C -3.76800 1.76856 -0.12544 -0.44 -0.31 0.02
C -4.93891 1.79062 -0.88614 0.34 0.10 0.13
C -5.81553 0.72921 -0.86380 0.03 -0.27 0.18
C -5.53069 -0.37987 -0.07285 0.77 0.67 0.17
N -6.39630 -1.47739 -0.02245 -1.39 -0.91 -0.60
C -7.45937 -1.81289 -0.79786 0.54 0.07 0.44
N -7.95395 -2.93846 -0.35645 -0.66 0.23 -0.82
N -7.20373 -3.29131 0.68089 -0.11 -0.80 0.51
N -6.28395 -2.45149 0.89355 1.00 0.62 0.56
C -4.37195 -0.40783 0.69202 -0.27 -0.07 -0.15
C -3.49534 0.65887 0.66953 0.08 0.35 -0.09
C 1.55837 0.11316 -0.95408 -0.20 0.02 -0.08
C 2.69760 -0.63093 -1.18268 0.34 0.02 0.20
H 8.44606 -0.42795 1.04574 0.08 0.09 0.03
H 9.11826 -2.06057 0.92367 0.10 -0.05 0.00
H 7.77767 -1.73202 2.03131 0.02 -0.03 0.12
H 6.96050 -2.88380 -0.04028 0.05 0.17 -0.05
H 7.63360 -1.57615 -1.02962 -0.09 -0.08 0.13
H 4.69724 0.61814 1.24180 0.05 0.02 0.06
H 2.67420 1.95765 1.66090 0.01 0.07 0.08
H 0.56433 2.48018 1.14237 -0.13 -0.08 -0.13
H -1.34190 3.89926 0.22208 0.01 -0.15 0.10
H -1.80127 2.71805 1.47908 0.04 0.03 -0.11
H -5.13785 2.65871 -1.49313 -0.03 0.10 -0.08
H -6.71651 0.76964 -1.45536 -0.09 0.02 -0.05
H -7.82064 -1.25726 -1.63480 -0.04 0.18 -0.20
H -4.16924 -1.27427 1.30132 0.05 -0.03 0.03
H -2.59836 0.60051 1.26510 0.09 0.00 0.05
H 0.68196 -0.02569 -1.56391 -0.01 0.00 -0.01
H 2.72509 -1.36220 -1.97579 -0.01 -0.05 -0.07
```
Forces are in eV/Å.

Atomic charges from the natural (NBO) analysis, expressed in e, are listed below:
1 C -0.62
2 C -0.07
3 O -0.51
4 C 0.78
5 O -0.59
6 C -0.19
7 C -0.15
8 C -0.24
9 C 0.15
10 N -0.60
11 C 0.65
12 O -0.57
13 C -0.17
14 O -0.49
15 C 0.40
16 C -0.27
17 C -0.19
18 C 0.09
19 N -0.19
20 C 0.15
21 N -0.29
22 N -0.06
23 N -0.06
24 C -0.18
25 C -0.30
26 C -0.21
27 C -0.14
28 H 0.21
29 H 0.22
30 H 0.21
31 H 0.19
32 H 0.19
33 H 0.23
34 H 0.21
35 H 0.40
36 H 0.22
37 H 0.19
38 H 0.23
39 H 0.22
40 H 0.22
41 H 0.25
42 H 0.22
43 H 0.25
44 H 0.24